Arrangement A

DFT (ωB97M-V/def2-TZVPD) results for a molecular structure, C30H24ClF3N4O2S5Sr.

Last column: Mulliken charge in e.
Element x y z (Å)
1 Sr -1.13973 0.19416 0.65683  1.446
2 Cl -4.23357 -6.62390 0.50509  -0.308
3 C -3.48568 -5.07647 0.89094  0.228
4 C -4.20015 -4.13101 1.64575  -0.665
5 C -3.62141 -2.93658 1.97517  -0.322
6 C -2.29495 -2.58493 1.55588  0.042
7 O -1.74804 -1.50126 1.93105  -1.031
8 C -1.61707 -3.55864 0.74883  0.755
9 C -0.28142 -3.33247 0.25238  -0.856
10 N 0.30866 -2.19627 0.18340  0.841
11 C 1.60249 -2.11746 -0.35008  -0.134
12 C 2.13153 -2.98353 -1.27848  -0.129
13 C 3.43526 -2.81736 -1.79294  -1.085
14 C 4.21639 -1.77427 -1.39269  -0.727
15 C 3.70138 -0.83588 -0.46556  1.565
16 C 4.44242 0.29216 -0.04342  -0.866
17 C 3.88880 1.17288 0.83148  -0.829
18 C 2.56713 0.94459 1.28418  -0.110
19 N 1.84053 -0.07656 0.91147  0.094
20 C 2.39433 -0.98728 0.05351  -0.244
21 C -2.22065 -4.79383 0.45978  -0.929
22 H -5.21106 -4.36025 1.96377  0.371
23 H -4.16115 -2.19545 2.55243  0.339
24 H 0.24971 -4.24185 -0.05779  0.332
25 H 1.51314 -3.78459 -1.66314  0.470
26 H 3.80773 -3.51911 -2.53100  0.353
27 H 5.21358 -1.62715 -1.79628  0.380
28 H 5.44268 0.44279 -0.43992  0.383
29 H 4.42710 2.04833 1.17123  0.417
30 H 2.09985 1.64322 1.97278  0.202
31 H -1.67962 -5.52206 -0.13653  0.347
32 S -0.37360 1.62992 3.93648  -0.466
33 C 0.07305 2.79996 2.74780  -0.101
34 C 0.86340 3.93196 3.08573  -0.649
35 C 1.25716 4.82398 2.11492  -0.268
36 C 0.85430 4.62688 0.79257  -0.979
37 C 0.07011 3.52107 0.52712  -0.616
38 N -0.30285 2.61898 1.45240  0.644
39 H 1.15313 4.05764 4.12012  0.407
40 H 1.87133 5.67907 2.37795  0.337
41 H 1.12510 5.31302 -0.00029  0.468
42 H -0.30566 3.33085 -0.47724  0.427
43 S -3.38723 0.65384 -4.09707  -0.496
44 C -2.77210 0.58654 -2.50428  0.047
45 S -2.13886 1.99643 -1.72616  -0.402
46 S -2.72301 -0.92980 -1.64569  -0.458
47 C -5.09576 2.30615 2.48760  -1.123
48 S -3.35566 1.90953 2.80170  0.478
49 C -3.67416 0.71218 4.11113  -0.982
50 O -2.99248 1.10651 1.59226  -0.624
51 H -5.59943 1.39386 2.16256  0.300
52 H -5.10659 3.04226 1.68266  0.359
53 H -5.55002 2.71748 3.39497  0.378
54 H -3.56993 1.22285 5.07181  0.366
55 H -2.89387 -0.04279 4.00026  0.185
56 H -4.66634 0.27329 3.99050  0.382
57 F 3.33348 -0.63052 -5.90861  -0.301
58 C 3.43643 0.47485 -5.14873  0.737
59 F 4.69901 0.49677 -4.65606  -0.266
60 F 3.33824 1.53558 -5.97661  -0.278
61 C 2.42231 0.52046 -4.05267  0.769
62 C 2.51752 1.51152 -3.08909  -1.281
63 C 1.59567 1.50344 -2.05999  -0.246
64 N 0.62551 0.59274 -1.94137  0.966
65 C 0.53137 -0.33732 -2.88995  -0.457
66 C 1.40786 -0.40621 -3.97044  -1.038
67 H 3.29943 2.25941 -3.12822  0.426
68 H 1.64359 2.25842 -1.28058  0.191
69 H -0.29699 -1.03719 -2.78188  0.334
70 H 1.29832 -1.18360 -4.71377  0.498

Its net charge is -2. Its highest occupied orbital energy is -0.481 eV. The spin multiplicity is 1.

Arrangement B

DFT (ωB97M-V/def2-TZVPD) results for a molecular structure, C30H24ClF3N4O2S5Sr.

Last column: Mulliken charge in e.
Element x y z (Å)
1 Sr -0.25825 2.07046 -0.35624  0.935
2 Cl 6.50693 3.69968 3.08011  -0.304
3 C 5.06877 3.61904 2.07256  0.219
4 C 4.27258 4.76882 1.91983  -0.462
5 C 3.16776 4.73858 1.12337  -0.604
6 C 2.74818 3.55080 0.41996  0.180
7 O 1.76134 3.57984 -0.35612  -0.872
8 C 3.56364 2.38418 0.64592  0.692
9 C 3.29856 1.13094 0.01352  -0.559
10 N 2.19353 0.78554 -0.55598  0.524
11 C 2.16682 -0.44722 -1.20981  0.761
12 C 2.80646 -1.58393 -0.76679  -0.584
13 C 2.72141 -2.78957 -1.49550  -0.919
14 C 1.99634 -2.86601 -2.65175  -0.934
15 C 1.28058 -1.73118 -3.10770  1.532
16 C 0.43591 -1.76628 -4.24093  -0.755
17 C -0.29285 -0.66143 -4.56145  -0.903
18 C -0.20857 0.48297 -3.73347  -0.570
19 N 0.56287 0.55447 -2.67887  -0.181
20 C 1.33587 -0.52578 -2.37531  -0.490
21 C 4.72479 2.46033 1.44381  -0.887
22 H 4.55264 5.67510 2.44377  0.373
23 H 2.54040 5.61113 0.99340  0.419
24 H 4.14079 0.42698 0.00427  0.343
25 H 3.34922 -1.56087 0.17048  0.423
26 H 3.24027 -3.66328 -1.11727  0.429
27 H 1.93050 -3.78998 -3.21530  0.400
28 H 0.36488 -2.68081 -4.82007  0.410
29 H -0.96416 -0.64383 -5.40975  0.417
30 H -0.83495 1.34769 -3.92858  0.637
31 H 5.33459 1.57233 1.56994  0.356
32 S 0.20710 1.69960 2.65459  -0.485
33 C -1.53476 1.81683 2.64440  0.241
34 C -2.25641 2.10095 3.81988  -0.841
35 C -3.62297 2.27702 3.75122  -0.178
36 C -4.27023 2.19145 2.51946  -1.059
37 C -3.49895 1.90230 1.40994  -0.246
38 N -2.18489 1.67729 1.47303  0.424
39 H -1.71488 2.20754 4.74983  0.423
40 H -4.18404 2.51190 4.65013  0.325
41 H -5.32708 2.38868 2.40659  0.420
42 H -3.94357 1.89055 0.41932  0.288
43 S -4.75382 4.02540 -1.30214  -0.466
44 C -3.08475 3.78368 -1.36956  0.029
45 S -2.43584 2.48901 -2.37734  -0.477
46 S -1.95115 4.69813 -0.45928  -0.425
47 C 0.68210 -3.56398 1.79682  -1.088
48 S 1.27004 -1.90270 2.19156  1.015
49 C 0.21931 -1.67433 3.62661  -1.169
50 O 2.65990 -2.10106 2.70173  -0.787
51 H 0.90486 -4.22551 2.63447  0.498
52 H 1.22029 -3.89266 0.90712  0.186
53 H -0.38803 -3.54122 1.58983  0.285
54 H 0.43762 -2.47451 4.33597  0.435
55 H -0.82458 -1.68791 3.31145  0.314
56 H 0.45085 -0.68645 4.02137  0.334
57 F -3.22275 -5.23793 -1.47136  -0.280
58 C -3.41011 -4.15421 -2.25870  0.784
59 F -2.88660 -4.47306 -3.46356  -0.263
60 F -4.73552 -4.02273 -2.43566  -0.289
61 C -2.77257 -2.92734 -1.67709  0.642
62 C -3.44542 -1.72360 -1.62187  -1.324
63 C -2.77362 -0.61057 -1.12382  -0.435
64 N -1.51343 -0.65762 -0.69303  0.926
65 C -0.88892 -1.83534 -0.73435  -0.608
66 C -1.46585 -2.99629 -1.21973  -0.779
67 H -4.46285 -1.62351 -1.97131  0.472
68 H -3.24292 0.36673 -1.12664  0.141
69 H 0.13378 -1.84724 -0.37671  0.581
70 H -0.89618 -3.91598 -1.25321  0.413

Its net charge is -2. Its highest occupied orbital energy is -0.885 eV. The spin multiplicity is 1.

Which is most stable, and by how much? arrangement B, by 0.0241 hartree.

Arrangement A

DFT (ωB97M-V/def2-TZVPD) results for a single C17H23N3O3S molecule.

Last column: Mulliken charge in e.
Element x y z (Å)
1 C -8.30335 -0.14880 0.25104  -0.827
2 O -7.34472 -0.91879 -0.43245  -0.457
3 C -6.02697 -0.62029 -0.25485  0.822
4 C -5.53598 0.37651 0.57991  -0.421
5 C -4.17409 0.59751 0.68492  -0.633
6 C -3.27720 -0.16181 -0.05284  0.361
7 N -1.88689 -0.00504 0.03360  -0.008
8 C -1.17552 1.13643 0.24987  0.566
9 S -1.87266 2.63802 0.21011  -0.442
10 N 0.15171 0.98952 0.51125  0.082
11 C 1.06413 2.10479 0.37211  -1.018
12 C 1.87675 1.94008 -0.91608  -0.817
13 N 2.56036 0.65927 -0.91301  0.064
14 C 3.90884 0.62763 -0.84629  0.677
15 O 4.57991 1.64001 -0.91049  -0.682
16 C 4.55916 -0.76542 -0.72382  0.107
17 C 6.07095 -0.64001 -0.53380  -0.831
18 C 6.18600 -0.58413 0.98680  -0.557
19 C 5.07819 -1.54351 1.41172  -0.502
20 O 4.05823 -1.44796 0.42547  -0.405
21 C 1.65734 -0.45605 -0.75759  -0.654
22 C 0.86803 -0.26526 0.54833  -1.046
23 C -3.76921 -1.17646 -0.87352  -0.685
24 C -5.12283 -1.40344 -0.97417  -0.638
25 H -8.24013 0.90872 -0.02451  0.336
26 H -8.20038 -0.24851 1.33659  0.330
27 H -9.27088 -0.54337 -0.05548  0.231
28 H -6.20157 0.99216 1.16313  0.365
29 H -3.81455 1.37033 1.34267  0.421
30 H -1.37673 -0.80447 -0.31541  0.152
31 H 1.73494 2.12200 1.23597  0.361
32 H 0.48760 3.02978 0.34327  0.414
33 H 1.20571 1.98541 -1.78047  0.296
34 H 2.63023 2.72365 -0.99900  0.455
35 H 4.30247 -1.34864 -1.61857  0.411
36 H 6.44939 0.25704 -1.01695  0.338
37 H 6.57785 -1.51897 -0.93195  0.360
38 H 7.16188 -0.88920 1.35568  0.406
39 H 5.96868 0.42634 1.33333  0.247
40 H 4.63960 -1.29875 2.38238  0.283
41 H 5.44339 -2.57911 1.43981  0.268
42 H 0.96735 -0.46306 -1.61188  0.329
43 H 2.20228 -1.39504 -0.71975  0.503
44 H 1.58795 -0.21630 1.37271  0.365
45 H 0.20534 -1.10813 0.74136  0.348
46 H -3.08158 -1.79086 -1.43894  0.321
47 H -5.50902 -2.18378 -1.61021  0.403

Its net charge is 0. Its highest occupied orbital energy is -7.756 eV. The spin multiplicity is 1. The SMILES is COc1ccc(NC(=S)N2CCN(C(=O)[C@H]3CCCO3)CC2)cc1.

Arrangement B

DFT (ωB97M-V/def2-TZVPD) results for a single C17H23N3O3S molecule.

Last column: Mulliken charge in e.
Element x y z (Å)
1 C 1.89712 -1.36980 -2.05860  -1.547
2 C 2.25937 -1.25488 -0.61207  1.052
3 C 2.25600 -2.37770 0.20729  -0.816
4 C 2.50960 -2.27127 1.56114  -0.541
5 C 2.77573 -1.03319 2.13361  0.414
6 C 2.94842 -0.91354 3.61311  -1.004
7 S 1.78509 0.30485 4.37973  -0.201
8 C 0.33601 -0.02338 3.50602  0.534
9 N -0.69898 0.74950 3.40464  -0.831
10 N -1.56293 0.12264 2.57605  -0.137
11 C -1.02076 -0.99068 2.21219  0.590
12 C -1.49493 -1.98734 1.22592  -0.166
13 C -2.84904 -1.60167 0.61682  -0.927
14 N -2.89037 -0.24426 0.13020  -0.141
15 C -2.08083 0.16612 -0.88351  0.581
16 O -1.41638 -0.57814 -1.56952  -0.685
17 O -2.18654 1.49530 -1.01161  -0.491
18 C -1.48422 2.21266 -2.05305  1.802
19 C -1.89128 1.69608 -3.43273  -1.663
20 C 0.02370 2.08894 -1.84018  -1.425
21 C -1.93359 3.66278 -1.87017  -1.807
22 O 0.19350 -1.16373 2.79215  -0.144
23 C 2.81489 0.08799 1.31379  -0.445
24 C 2.56221 -0.02429 -0.04034  -0.234
25 H 2.19745 -2.33493 -2.46013  0.474
26 H 2.36320 -0.58023 -2.64353  0.382
27 H 0.81388 -1.28402 -2.16552  0.171
28 H 2.03479 -3.34605 -0.21850  0.348
29 H 2.48127 -3.15382 2.18443  0.317
30 H 3.92723 -0.51487 3.88276  0.454
31 H 2.79708 -1.87103 4.11091  0.367
32 H -1.55607 -2.97204 1.69432  0.497
33 H -0.74441 -2.03933 0.43072  -0.078
34 H -3.64171 -1.70748 1.35764  0.432
35 H -3.04654 -2.27051 -0.22540  0.327
36 H -3.14147 0.46810 0.79985  0.326
37 H -1.58066 0.66234 -3.55541  0.299
38 H -1.42206 2.30166 -4.20315  0.473
39 H -2.97157 1.75274 -3.54711  0.399
40 H 0.28315 2.42244 -0.83737  0.415
41 H 0.55119 2.70112 -2.56670  0.514
42 H 0.32915 1.05397 -1.95726  0.067
43 H -3.00972 3.73796 -1.99991  0.427
44 H -1.68296 4.00425 -0.86961  0.414
45 H -1.44143 4.29982 -2.59906  0.404
46 H 3.02099 1.05688 1.74709  0.411
47 H 2.58739 0.86002 -0.65992  0.393

Its net charge is 0. Its highest occupied orbital energy is -8.640 eV. The spin multiplicity is 1. The SMILES is Cc1ccc(CSc2nnc(CCNC(=O)OC(C)(C)C)o2)cc1.

Which is most stable, and by how much? arrangement B, by 0.0301 hartree.